A molecular structure, C3H5LiMgO4 at a distorted geometry, computed with ωB97M-V with the def2-TZVPD basis set.

Output
Energy above the lowest of the compared OMol25 structures with the same formula, charge and spin, kcal/mol: 62.3
Total charge: +1
2S+1: 2
Frontier orbital gap (spin up / spin down), eV: 5.3 / 7.8
M, Da: 136.3
Expectation value of S²: 0.750

XYZ file:
```
14
Properties=species:S:1:pos:R:3:mulliken_charge:R:1
Mg -2.64280 1.02278 -1.77824 0.584
O -3.49848 1.36869 0.01496 -0.527
C -3.16598 1.78044 1.16995 -0.069
H -2.76091 2.80846 1.23909 0.329
H -3.74843 1.39093 2.02478 0.235
C -0.92041 1.05707 1.33702 -1.110
O -1.39021 -0.31072 1.14371 -0.183
C -0.96588 -1.02219 0.14011 0.725
O -1.23150 -0.71731 -1.00992 -0.472
O -0.12558 -1.89738 0.66941 -0.441
Li -0.61914 -0.12124 3.42720 0.931
H 0.14062 1.37213 1.28636 0.471
H -1.01764 1.59598 0.38218 0.151
H -0.55952 -2.75259 0.78894 0.376
```